# CH4O2PS

An isolated ion of composition CH4O2PS and charge -1 (the ωB97M-V functional and the def2-TZVPD basis, the OMol25 dataset).

Geometry as XYZ:
```
9
Properties=species:S:1:pos:R:3:lowdin_charge:R:1
C 1.03 0.18 0.51 -0.23
P -0.79 -0.44 -0.05 -0.04
O -1.12 -1.84 0.23 -0.43
O -0.51 -0.37 -1.66 -0.30
S -1.98 1.02 0.58 0.01
H 1.73 0.82 0.06 -0.01
H 0.61 0.84 1.26 -0.05
H 1.43 -0.78 0.95 0.02
H -0.39 0.57 -1.86 0.03
```

Results
SMILES string ... C[P@]([O-])(O)=S
Total charge ... -1
HOMO ... -3.95 eV
F_max ... 4.01 eV Å⁻¹
Spin multiplicity ... 1
M ... 111.08 g/mol
LUMO ... 3.9 eV